Below is a gas-phase ion, C8H22N2Si (charge +2) at a distorted geometry, with properties calculated with ωB97M-V with the def2-TZVPD basis set.

- net charge = +2
- ΔE to the lowest compared entry with this formula, charge and spin (kcal per mole) = 6.2
- max |F| (eV/Å) = 4.83
- LUMO (eV) = -6.79
- E (hartree) = -716.251011
- SMILES string = CC[SiH2]/C(=C\[NH+](C)C)[NH+](C)C

Each atom is followed by the atoms it is bonded to, with distances in Å.
Geometry (Å):
1 C 0.64515 3.39266 2.26147  C2 1.656, H12 1.066, H13 1.028, H14 1.135
2 C 0.65553 2.31959 1.00027  C1 1.656, Si3 1.922, H15 1.107, H16 1.094
3 Si -0.24261 0.82452 1.80898  C2 1.922, C4 2.320, H17 1.450, H18 1.537
4 C -0.22836 -0.91814 0.27763  Si3 2.320, C5 1.359, N9 1.479
5 C -0.28658 -0.71233 -1.06444  C4 1.359, N6 1.513, H19 1.040
6 N -0.09753 0.67973 -1.62615  C5 1.513, C7 1.461, C8 1.478, H20 1.088
7 C 1.19576 0.68263 -2.30514  N6 1.461, H21 1.058, H22 1.037, H23 1.173
8 C -1.21638 0.92311 -2.56068  N6 1.478, H24 1.174, H25 1.053, H26 1.055
9 N -0.05784 -2.22147 0.95665  C4 1.479, C10 1.509, C11 1.491, H27 0.976
10 C 0.77716 -3.19244 0.15900  N9 1.509, H28 1.205, H29 1.047, H30 1.109
11 C -1.39007 -2.86421 1.14647  N9 1.491, H31 1.059, H32 1.100, H33 1.071
12 H 0.28301 2.95827 3.16486  C1 1.066
13 H 1.58670 3.77803 2.40559  C1 1.028
14 H -0.17053 4.13186 1.98436  C1 1.135
15 H 1.73928 2.33409 0.77499  C2 1.107
16 H 0.17905 2.87866 0.18994  C2 1.094
17 H -1.67606 1.00802 1.92721  Si3 1.450
18 H 0.62860 0.14989 2.87992  Si3 1.537
19 H -0.56377 -1.46978 -1.72122  C5 1.040
20 H 0.00979 1.34552 -0.77209  N6 1.088
21 H 1.15454 -0.16697 -2.93385  C7 1.058
22 H 1.37155 1.57232 -2.80799  C7 1.037
23 H 2.08132 0.56861 -1.54423  C7 1.173
24 H -1.13095 0.75075 -3.71845  C8 1.174
25 H -2.10613 0.51662 -2.17054  C8 1.053
26 H -1.15801 1.97624 -2.57486  C8 1.055
27 H 0.29371 -2.04137 1.84896  N9 0.976
28 H 1.80277 -2.66711 -0.19276  C10 1.205
29 H 0.88625 -4.10495 0.66100  C10 1.047
30 H 0.28391 -3.27404 -0.83122  C10 1.109
31 H -1.95374 -2.74286 0.25846  C11 1.059
32 H -1.38320 -3.96442 1.13262  C11 1.100
33 H -1.91231 -2.45100 1.98523  C11 1.071

For each atom in turn, the Löwdin charge in e is: number 1, C, carries -0.10; number 2, C, carries -0.36; number 3, Si, carries 0.87; number 4, C, carries -0.15; number 5, C, carries -0.07; number 6, N, carries -0.19; number 7, C, carries 0.00; number 8, C, carries 0.02; number 9, N, carries -0.17; number 10, C, carries 0.03; number 11, C, carries 0.02; number 12, H, carries 0.03; number 13, H, carries 0.05; number 14, H, carries 0.11; number 15, H, carries 0.08; number 16, H, carries 0.06; number 17, H, carries -0.02; number 18, H, carries 0.01; number 19, H, carries 0.12; number 20, H, carries 0.12; number 21, H, carries 0.10; number 22, H, carries 0.09; number 23, H, carries 0.16; number 24, H, carries 0.18; number 25, H, carries 0.10; number 26, H, carries 0.09; number 27, H, carries 0.12; number 28, H, carries 0.17; number 29, H, carries 0.09; number 30, H, carries 0.11; number 31, H, carries 0.10; number 32, H, carries 0.13; number 33, H, carries 0.11

***

Below is 3 unconnected molecules or ions with the total composition C8H22NO7PS2 at a distorted geometry, with properties calculated with ωB97M-V with the def2-TZVPD basis set.

- net charge = 0
- ΔE to the lowest compared entry with this formula, charge and spin (kcal per mole) = 18.1
- max |F| (eV/Å) = 2.37
- LUMO (eV) = 0.54
- E (hartree) = -2037.105366
- SMILES string = CCOS(C)(=O)=O.CCOS(C)(=O)=O.[H]/N=C\CPO

Each atom is followed by the atoms it is bonded to, with distances in Å.
Geometry (Å):
1 C 0.59330 0.25439 0.85984  C2 1.517, H8 1.091, H9 1.091, H10 1.092
2 C -0.38022 0.77653 -0.17968  C1 1.517, O3 1.435, H11 1.093, H12 1.091
3 O -0.97735 -0.28541 -0.93729  C2 1.435, S4 1.610
4 S -2.12148 -1.17408 -0.23486  O3 1.610, C5 1.768, O6 1.439, O7 1.436
5 C -2.68091 -2.01042 -1.68870  S4 1.768, H13 1.088, H14 1.089, H15 1.088
6 O -3.16696 -0.30309 0.23211  S4 1.439
7 O -1.49818 -2.13776 0.62850  S4 1.436
8 H 0.07648 -0.31827 1.63113  C1 1.091
9 H 1.11604 1.07854 1.34796  C1 1.091
10 H 1.32741 -0.41036 0.40062  C1 1.092
11 H -1.15311 1.39906 0.27933  C2 1.093
12 H 0.15787 1.40415 -0.89176  C2 1.091
13 H -3.12253 -1.28377 -2.36732  C5 1.088
14 H -3.42652 -2.74218 -1.38205  C5 1.089
15 H -1.83437 -2.51359 -2.15185  C5 1.088
16 C 5.96169 -3.65281 0.91822  C17 1.517, H23 1.091, H24 1.091, H25 1.091
17 C 6.45458 -2.30920 0.41370  C16 1.517, O18 1.433, H26 1.093, H27 1.091
18 O 6.13027 -2.10303 -0.96648  C17 1.433, S19 1.611
19 S 4.60600 -1.74782 -1.34780  O18 1.611, C20 1.768, O21 1.438, O22 1.437
20 C 4.89962 -1.27954 -3.02714  S19 1.768, H28 1.088, H29 1.089, H30 1.088
21 O 4.19768 -0.58596 -0.60521  S19 1.438
22 O 3.83130 -2.95774 -1.34530  S19 1.437
23 H 4.87183 -3.69522 0.92811  C16 1.091
24 H 6.31412 -3.83460 1.93501  C16 1.091
25 H 6.31093 -4.45888 0.27043  C16 1.091
26 H 6.06420 -1.49013 1.02327  C17 1.093
27 H 7.54261 -2.27523 0.48670  C17 1.091
28 H 5.51706 -0.38394 -3.04203  C20 1.088
29 H 3.93342 -1.07952 -3.48748  C20 1.089
30 H 5.39285 -2.10277 -3.54029  C20 1.088
31 H -3.83101 2.63498 1.08308  N32 1.026
32 N -3.51433 3.32492 1.77304  H31 1.026, C33 1.285
33 C -4.39660 4.24694 1.92319  N32 1.285, C34 1.587, H37 1.119
34 C -5.70545 4.13474 1.03206  C33 1.587, P35 1.886, H38 1.131, H39 1.129
35 P -7.05801 3.14059 1.89291  C34 1.886, O36 1.703, H40 1.447
36 O -8.35595 4.16294 2.30728  P35 1.703, H41 0.970
37 H -4.26900 5.08477 2.65329  C33 1.119
38 H -6.04197 5.15763 0.68753  C34 1.131
39 H -5.46692 3.57949 0.07857  C34 1.129
40 H -7.52505 2.20921 0.88921  P35 1.447
41 H -8.77331 4.54643 1.52015  O36 0.970

For each atom in turn, the Löwdin charge in e is: number 1, C, carries -0.07; number 2, C, carries -0.26; number 3, O, carries -0.27; number 4, S, carries 0.59; number 5, C, carries -0.12; number 6, O, carries -0.29; number 7, O, carries -0.28; number 8, H, carries 0.07; number 9, H, carries 0.08; number 10, H, carries 0.08; number 11, H, carries 0.11; number 12, H, carries 0.12; number 13, H, carries 0.07; number 14, H, carries 0.08; number 15, H, carries 0.07; number 16, C, carries -0.08; number 17, C, carries -0.26; number 18, O, carries -0.27; number 19, S, carries 0.59; number 20, C, carries -0.12; number 21, O, carries -0.28; number 22, O, carries -0.28; number 23, H, carries 0.07; number 24, H, carries 0.08; number 25, H, carries 0.08; number 26, H, carries 0.12; number 27, H, carries 0.12; number 28, H, carries 0.07; number 29, H, carries 0.08; number 30, H, carries 0.07; number 31, H, carries 0.03; number 32, N, carries 0.06; number 33, C, carries -0.29; number 34, C, carries -0.41; number 35, P, carries 0.82; number 36, O, carries -0.41; number 37, H, carries 0.10; number 38, H, carries 0.07; number 39, H, carries 0.07; number 40, H, carries -0.07; number 41, H, carries 0.03

***

Below is 3 unconnected molecules or ions with the total composition C8H22O3 at a distorted geometry, with properties calculated with ωB97M-V with the def2-TZVPD basis set.

- net charge = 0
- ΔE to the lowest compared entry with this formula, charge and spin (kcal per mole) = 35.9
- max |F| (eV/Å) = 3.15
- LUMO (eV) = 0.55
- E (hartree) = -543.664838
- SMILES string = CC(C)O.CC(C)O.CCO

Each atom is followed by the atoms it is bonded to, with distances in Å.
Geometry (Å):
1 C -1.09223 -8.00462 2.10940  C2 1.511, H5 1.090, H6 1.090, H7 1.090
2 C 0.24025 -8.65588 2.39651  C1 1.511, C3 1.583, O4 1.355, H8 1.090
3 C 0.16440 -10.22207 2.61308  C2 1.583, H9 1.090, H10 1.090, H11 1.090
4 O 1.06683 -8.28877 1.38779  C2 1.355, H12 0.960
5 H -0.96597 -6.92200 2.09933  C1 1.090
6 H -1.85746 -8.35235 2.80337  C1 1.090
7 H -1.43369 -8.34317 1.13119  C1 1.090
8 H 0.62867 -8.24197 3.32706  C2 1.090
9 H -0.09178 -10.73639 1.68683  C3 1.090
10 H -0.48593 -10.48834 3.44631  C3 1.090
11 H 1.16093 -10.50571 2.95160  C3 1.090
12 H 1.93432 -7.96084 1.63584  O4 0.960
13 C 8.39206 -5.41444 7.71692  C14 1.492, H17 1.090, H18 1.090, H19 1.090
14 C 6.96772 -5.74200 8.01791  C13 1.492, C15 1.544, O16 1.346, H20 1.090
15 C 6.16229 -4.47109 8.36479  C14 1.544, H21 1.090, H22 1.090, H23 1.090
16 O 6.35403 -6.38094 7.00514  C14 1.346, H24 0.960
17 H 9.08394 -6.21314 7.44955  C13 1.090
18 H 8.78224 -4.84650 8.56148  C13 1.090
19 H 8.34255 -4.83078 6.79770  C13 1.090
20 H 7.03594 -6.31161 8.94474  C14 1.090
21 H 6.48678 -4.18109 9.36414  C15 1.090
22 H 5.08463 -4.60086 8.26531  C15 1.090
23 H 6.37412 -3.65702 7.67160  C15 1.090
24 H 5.90241 -7.11068 7.43540  O16 0.960
25 C 5.00586 -10.33948 1.45739  C26 1.524, H28 1.090, H29 1.090, H30 1.090
26 C 5.74243 -9.06229 1.84505  C25 1.524, O27 1.467, H31 1.090, H32 1.090
27 O 4.74655 -8.08957 2.30830  C26 1.467, H33 0.960
28 H 4.71869 -11.00408 2.27221  C25 1.090
29 H 5.78248 -10.94480 0.98990  C25 1.090
30 H 4.20858 -10.31029 0.71470  C25 1.090
31 H 6.26038 -8.55398 1.03177  C26 1.090
32 H 6.50723 -9.27146 2.59301  C26 1.090
33 H 5.17934 -7.40788 2.82753  O27 0.960

For each atom in turn, the Löwdin charge in e is: number 1, C, carries -0.06; number 2, C, carries -0.54; number 3, C, carries -0.04; number 4, O, carries -0.03; number 5, H, carries 0.08; number 6, H, carries 0.08; number 7, H, carries 0.08; number 8, H, carries 0.13; number 9, H, carries 0.07; number 10, H, carries 0.07; number 11, H, carries 0.06; number 12, H, carries 0.09; number 13, C, carries -0.07; number 14, C, carries -0.59; number 15, C, carries -0.05; number 16, O, carries -0.01; number 17, H, carries 0.08; number 18, H, carries 0.09; number 19, H, carries 0.08; number 20, H, carries 0.13; number 21, H, carries 0.08; number 22, H, carries 0.08; number 23, H, carries 0.08; number 24, H, carries 0.10; number 25, C, carries -0.09; number 26, C, carries -0.28; number 27, O, carries -0.11; number 28, H, carries 0.07; number 29, H, carries 0.07; number 30, H, carries 0.08; number 31, H, carries 0.10; number 32, H, carries 0.11; number 33, H, carries 0.07

***

Below is 2 unconnected molecules or ions with the total composition C8H23ClN4 at a distorted geometry, with properties calculated with ωB97M-V with the def2-TZVPD basis set.

- net charge = +2
- ΔE to the lowest compared entry with this formula, charge and spin (kcal per mole) = 63.6
- max |F| (eV/Å) = 3.63
- LUMO (eV) = -6.19
- E (hartree) = -997.157868

Each atom is followed by the atoms it is bonded to, with distances in Å.
Geometry (Å):
1 C 1.55858 -2.85096 -1.33291  C5 1.498, H14 1.112, H15 1.074, H16 1.138
2 C -2.05227 -1.93896 -1.67406  C6 1.465, H17 1.052, H18 1.069, H19 1.113
3 C -0.22816 3.05683 -0.96214  N12 1.436, H20 1.175, H21 1.029, H22 1.037
4 C 1.18059 4.39509 0.63537  N12 1.467, H23 1.128, H24 1.121, H25 1.022
5 C 0.46879 -2.96997 -0.31235  C1 1.498, C8 1.541, H26 1.139, H27 1.125
6 C -1.26899 -0.96935 -0.90453  C2 1.465, C8 1.564, H28 1.093, H29 1.152
7 C 0.42857 2.20224 1.14496  N9 1.304, N12 1.285, H30 1.078
8 C -0.34077 -1.72600 0.10081  C5 1.541, C6 1.564, N10 1.547, N11 1.463
9 N 0.74430 2.32795 2.40357  C7 1.304, H31 0.988, H32 1.066
10 N 0.47028 -0.66102 0.87541  C8 1.547, Cl13 1.730, H36 1.063
11 N -1.27131 -2.10250 1.16554  C8 1.463, H33 0.990, H34 1.020, H35 1.048
12 N 0.43562 3.17461 0.30557  C3 1.436, C4 1.467, C7 1.285
13 Cl 1.08984 -1.16484 2.41014  N10 1.730
14 H 1.97377 -1.81986 -1.33682  C1 1.112
15 H 2.29208 -3.63003 -1.24588  C1 1.074
16 H 1.16367 -2.91220 -2.39809  C1 1.138
17 H -2.81472 -2.54119 -1.26957  C2 1.052
18 H -1.32698 -2.57206 -2.13829  C2 1.069
19 H -2.49925 -1.37472 -2.52285  C2 1.113
20 H 0.25907 2.50859 -1.87986  C3 1.175
21 H -1.10429 2.53473 -0.82596  C3 1.029
22 H -0.51334 3.94577 -1.41339  C3 1.037
23 H 0.53682 5.27694 0.91969  C4 1.128
24 H 1.79734 4.16587 1.54269  C4 1.121
25 H 1.81136 4.59592 -0.14295  C4 1.022
26 H -0.19968 -3.86396 -0.54036  C5 1.139
27 H 0.95385 -3.29280 0.65057  C5 1.125
28 H -1.95504 -0.23996 -0.46738  C6 1.093
29 H -0.52080 -0.43251 -1.59609  C6 1.152
30 H -0.04568 1.31260 0.76382  C7 1.078
31 H 0.94794 1.48707 2.88049  N9 0.988
32 H 1.39255 3.09273 2.76545  N9 1.066
33 H -2.09425 -1.58731 0.97058  N11 0.990
34 H -1.63934 -3.05245 1.11108  N11 1.020
35 H -0.92526 -1.79858 2.10686  N11 1.048
36 H 1.29511 -0.57570 0.21089  N10 1.063

For each atom in turn, the Löwdin charge in e is: number 1, C, carries -0.07; number 2, C, carries -0.08; number 3, C, carries -0.01; number 4, C, carries 0.04; number 5, C, carries -0.21; number 6, C, carries -0.20; number 7, C, carries -0.17; number 8, C, carries -0.50; number 9, N, carries 0.20; number 10, N, carries -0.41; number 11, N, carries 0.21; number 12, N, carries -0.13; number 13, Cl, carries 0.75; number 14, H, carries 0.08; number 15, H, carries 0.09; number 16, H, carries 0.11; number 17, H, carries 0.08; number 18, H, carries 0.08; number 19, H, carries 0.12; number 20, H, carries 0.15; number 21, H, carries 0.06; number 22, H, carries 0.08; number 23, H, carries 0.15; number 24, H, carries 0.10; number 25, H, carries 0.08; number 26, H, carries 0.15; number 27, H, carries 0.12; number 28, H, carries 0.12; number 29, H, carries 0.16; number 30, H, carries 0.11; number 31, H, carries 0.06; number 32, H, carries 0.16; number 33, H, carries 0.14; number 34, H, carries 0.19; number 35, H, carries 0.11; number 36, H, carries 0.10

***

We obtain frontier orbital gap values of 10.7, 9.3, 10.3, 11.0 eV for the records listed above, in that order.